{"formula": "C5H8", "method": "wB97M-V/def2-TZVPD", "species": ["C", "C", "C", "C", "C", "H", "H", "H", "H", "H", "H", "H", "H"], "coordinates": [[-0.205527, -0.094752, 0.594932], [-1.310503, -0.960576, 0.223638], [-0.299559, 1.226572, -0.632421], [1.014703, 1.066268, -0.560616], [1.199432, -0.288215, 0.045966], [-1.111538, -1.863289, 0.800959], [-0.159870, 0.040049, 1.708131], [-1.273554, -1.132961, -0.854362], [-2.231142, -0.445173, 0.522550], [-0.717739, 2.086511, -1.229232], [1.779590, 1.808647, -0.638556], [1.257487, -1.084803, -0.709667], [2.045043, -0.374022, 0.731461]], "forces_ev_per_a": [[-0.9, 2.0, -1.2], [-0.3, -1.3, 0.4], [1.0, -0.2, 1.6], [1.3, 0.1, -0.2], [0.3, 0.4, -0.2], [-0.9, -0.7, -0.1], [-0.3, 1.0, -1.1], [-0.3, -0.3, 0.2], [0.0, -0.6, -0.2], [-0.4, -0.8, 1.6], [0.7, 0.3, -1.1], [0.0, 0.2, 0.2], [-0.3, -0.2, 0.3]], "e_above_lowest_kj_mol": 321.0, "energy_ha": -195.1698, "lumo_ev": 1.2}